(one)
Entry from the Open Molecules 2025 dataset: 2 unconnected molecules or ions with the total composition C5H8N2O (ωB97M-V with the def2-TZVPD basis set).

```
16
Properties=species:S:1:pos:R:3
H 0.868 -0.444 2.060
H 2.353 -0.124 -1.627
C -0.497 -0.421 -0.496
C -0.980 0.129 -1.809
H -0.869 -0.775 2.330
H -1.974 -0.265 -2.040
N -0.296 -1.691 -0.381
H -1.046 1.217 -1.849
O -1.042 1.668 0.617
C -0.454 0.612 0.754
C 2.239 0.397 -0.700
C -0.132 -0.009 2.081
H -0.287 -0.170 -2.600
H -0.157 0.767 2.850
H -0.011 -1.968 0.562
N 2.286 1.078 0.248
```

E_HOMO (eV): -9.43
Kohn-Sham gap (eV): 9.70
SMILES: [H]/N=C(/C)C(C)=O.C#N
Net charge: 0

Mulliken population analysis, charges in e, atoms 1 to 5: 0.380 0.306 0.394 -1.038 0.390

=====

(two)
Entry from the Open Molecules 2025 dataset: a molecular structure, C5H8N2O (ωB97M-V with the def2-TZVPD basis set).

```
16
Properties=species:S:1:pos:R:3
C -0.607 -0.844 0.172
C 0.864 0.422 -0.014
N -1.739 0.082 0.070
H -3.164 0.798 -0.938
H 1.700 -0.615 1.541
C 1.002 1.287 -1.030
H 0.134 1.757 -1.465
C -0.459 -2.134 -0.146
H -1.268 -2.656 -0.636
H 0.476 -2.642 0.044
H -0.498 0.932 1.802
H 1.987 1.613 -1.347
H 2.738 0.500 0.793
O -2.447 1.219 -0.441
C -0.648 0.383 0.890
N 1.929 -0.100 0.703
```

E_HOMO (eV): -7.73
Kohn-Sham gap (eV): 8.30
Net charge: 0

Mulliken population analysis, charges in e, atoms 1 to 5: 0.492 0.631 -0.341 0.345 0.217

=====

(three)
Entry from the Open Molecules 2025 dataset: a single C5H8N2O molecule (ωB97M-V with the def2-TZVPD basis set).

```
16
Properties=species:S:1:pos:R:3
H -0.224 -0.629 -1.527
N -1.815 -1.403 -0.172
N 0.459 1.071 -0.050
H -1.239 -0.247 1.333
C -1.094 1.285 -0.197
H -1.463 2.277 0.374
C 0.835 -0.271 0.333
C -1.434 -0.169 0.299
H 0.500 -0.751 1.416
H -2.097 -1.304 -1.104
H 1.276 1.832 0.441
C 2.220 -0.673 0.160
O 3.053 -0.140 -0.500
H -1.250 1.663 -1.277
C -0.401 -0.965 -0.425
H 2.672 -1.577 0.896
```

E_HOMO (eV): -8.81
Kohn-Sham gap (eV): 9.73
SMILES: O=C[C@H]1NC[C@H]2N[C@H]12
Net charge: 0

Mulliken population analysis, charges in e, atoms 1 to 5: 0.205 -0.517 -0.357 0.379 -0.544

=====

(four)
Entry from the Open Molecules 2025 dataset: a molecular structure, C5H8N2O (ωB97M-V with the def2-TZVPD basis set).

```
16
Properties=species:S:1:pos:R:3
H 2.179 0.672 0.059
C 0.628 -0.542 0.591
C -0.725 0.065 1.124
H -0.573 0.028 -3.178
N 0.349 -0.732 -0.797
H -0.301 2.249 0.004
H 0.734 -1.570 0.957
C -0.050 1.234 0.106
H -0.896 -1.985 0.427
C 1.283 0.603 0.611
H -1.579 -0.506 0.922
H -0.887 0.140 2.251
O -0.406 -1.860 -0.956
N -0.906 0.736 -2.322
H 1.523 1.098 1.469
C -0.373 0.369 -1.267
```

E_HOMO (eV): -8.60
Kohn-Sham gap (eV): 8.41
Net charge: 0

Mulliken population analysis, charges in e, atoms 1 to 5: 0.359 -0.258 -0.866 0.282 0.031

=====

The relative energies come out as (one) 0.000; (two) 6.658; (three) 5.578; (four) 6.853, with values in eV.

=====

(one)
Entry from the Open Molecules 2025 dataset: a molecular structure, C5H8N2O (ωB97M-V with the def2-TZVPD basis set).

```
16
Properties=species:S:1:pos:R:3
H -0.878 -1.651 0.858
C 1.796 0.865 -0.494
H -1.493 0.467 1.306
H 1.838 -1.957 1.035
C -2.868 0.213 -0.217
H 2.296 1.357 -1.517
C -0.083 -1.279 0.176
H 1.382 2.391 0.877
H 2.556 -0.999 -1.146
N 1.974 -0.446 -0.549
C 1.205 -1.238 0.498
C -1.551 0.142 0.154
N 1.273 1.283 0.715
H -3.229 0.040 -1.244
O -0.601 -0.271 -0.605
H -3.619 1.082 0.152
```

E_HOMO (eV): -8.46
Kohn-Sham gap (eV): 9.30
Net charge: 0

Mulliken population analysis, charges in e, atoms 1 to 5: 0.445 0.103 0.315 0.371 -0.794

=====

(two)
Entry from the Open Molecules 2025 dataset: a single C5H8N2O molecule (ωB97M-V with the def2-TZVPD basis set).

```
16
Properties=species:S:1:pos:R:3
C -0.055 0.677 -1.002
C 0.147 -0.856 1.033
O -0.114 -2.006 1.355
H -0.970 2.423 -1.749
H -0.009 1.162 1.841
H 0.289 -2.557 -0.664
H 0.167 -0.045 3.029
H 1.268 -1.907 -1.860
H -1.952 0.947 -1.806
H 1.554 0.424 2.038
N 1.218 0.627 -0.926
H -1.683 1.754 -0.254
C -1.236 1.499 -1.219
C 0.461 -0.589 -0.542
N 0.435 -1.769 -1.305
C 0.478 0.216 2.033
```

E_HOMO (eV): -8.59
Kohn-Sham gap (eV): 9.40
SMILES: CC(=O)[C@]1(N)N=C1C
Net charge: 0

Mulliken population analysis, charges in e, atoms 1 to 5: -0.176 0.746 -0.606 0.334 0.312

=====

The relative energies come out as (one) 3.896; (two) 0.000, with values in eV.

=====

(one)
Entry from the Open Molecules 2025 dataset: a molecular structure, C5H8N2O (ωB97M-V with the def2-TZVPD basis set).

```
16
Properties=species:S:1:pos:R:3
C 1.238 0.409 0.094
H -2.161 0.401 -0.265
C -0.529 -0.617 -0.770
N -1.961 -0.550 -0.219
H 0.049 0.976 2.051
H 1.209 -1.448 -0.168
O -0.451 1.446 -0.001
C 0.015 0.512 1.074
H -0.638 -1.917 1.263
N 1.866 -0.848 0.083
H 1.947 1.164 -0.056
H 0.053 -1.588 -1.239
H 2.847 -0.838 -0.384
C 0.210 0.574 -0.900
C -0.844 -0.808 0.760
H 0.419 1.048 -1.789
```

E_HOMO (eV): -9.27
Kohn-Sham gap (eV): 10.22
Net charge: 0

Mulliken population analysis, charges in e, atoms 1 to 5: -0.552 0.314 -0.582 -0.677 0.463

=====

(two)
Entry from the Open Molecules 2025 dataset: a molecular structure, C5H8N2O (ωB97M-V with the def2-TZVPD basis set).

```
16
Properties=species:S:1:pos:R:3
C -0.018 -1.148 -0.162
H -0.533 1.236 2.017
N 1.998 -0.227 -0.440
O -1.547 0.258 -0.781
H -0.357 2.498 0.201
H 0.052 -1.369 -1.182
C -0.243 0.384 -0.428
H 1.371 1.204 -1.861
C -0.076 1.458 0.744
H -2.618 -1.553 -0.291
H -1.803 -0.679 1.129
N 1.286 -1.037 0.461
C -1.689 -0.920 -0.044
H 1.260 1.366 0.681
C 1.142 0.539 -0.957
H 1.774 -2.012 0.913
```

E_HOMO (eV): -8.78
Kohn-Sham gap (eV): 9.60
Net charge: 0

Mulliken population analysis, charges in e, atoms 1 to 5: -0.146 0.233 -0.475 -0.487 0.262

=====

The relative energies come out as (one) 0.000; (two) 2.851, with values in eV.

=====

(one)
Entry from the Open Molecules 2025 dataset: a single C3H5ClN2 molecule (ωB97M-V with the def2-TZVPD basis set).

```
11
Properties=species:S:1:pos:R:3
H 0.482 1.119 -1.397
Cl -2.078 -1.371 -0.572
H -0.472 -1.908 1.076
H 1.816 0.897 -0.249
C -0.581 -1.090 0.371
C -0.107 1.160 0.674
H -0.089 2.195 0.978
N -0.851 0.331 1.244
C 0.763 0.663 -0.441
H 0.556 -1.217 -1.298
N 0.560 -0.779 -0.387
```

E_HOMO (eV): -9.71
Kohn-Sham gap (eV): 10.67
SMILES: Cl[C@@H]1N=CCN1
Net charge: 0

Mulliken population analysis, charges in e, atoms 1 to 5: 0.241 -0.227 0.343 0.263 0.024

=====

(two)
Entry from the Open Molecules 2025 dataset: a single C3H5ClN2 molecule (ωB97M-V with the def2-TZVPD basis set).

```
11
Properties=species:S:1:pos:R:3
C -0.807 1.333 -0.257
C 0.727 -0.700 -0.363
H 1.256 0.135 -0.787
N -0.723 -0.201 -0.153
N 1.690 -1.928 1.594
H 0.770 -1.492 -1.080
H -0.492 1.920 0.649
H -0.278 1.599 -1.234
H -1.897 1.569 -0.322
C 1.273 -1.393 0.721
Cl -1.520 -0.841 1.231
```

E_HOMO (eV): -9.38
Kohn-Sham gap (eV): 10.08
SMILES: CN(Cl)CC#N
Net charge: 0

Mulliken population analysis, charges in e, atoms 1 to 5: -0.762 -0.188 0.343 -0.143 -0.303

=====

The relative energies come out as (one) 0.000; (two) 1.726, with values in eV.